# 1
{"formula": "C20H20N4O4", "method": "wB97M-V/def2-TZVPD", "total_charge": 0, "relative_energy_ev": 2.9983, "smiles": "CC(C)(C)c1ccccc1NC(=O)Cn1cnc2cc([N+](=O)[O-])ccc2c1=O", "gap_ev": 8.10, "elements": ["O", "O", "O", "O", "N", "N", "N", "N", "C", "C", "C", "C", "C", "C", "C", "C", "C", "C", "C", "C", "C", "C", "C", "C", "C", "C", "C", "C", "H", "H", "H", "H", "H", "H", "H", "H", "H", "H", "H", "H", "H", "H", "H", "H", "H", "H", "H", "H"], "positions_angstrom": [[-8.354, 1.550, 0.561], [-0.211, 1.938, -0.182], [-2.001, -1.794, -0.383], [-8.496, -0.338, 1.576], [-7.900, 0.484, 0.914], [-3.808, 1.721, -1.306], [-1.978, 0.255, -1.364], [1.541, 0.541, -0.681], [-6.007, -1.074, 0.867], [3.668, 2.991, 1.067], [3.568, -1.562, -1.335], [-2.605, 1.431, -1.629], [4.716, 0.843, 1.161], [-5.830, 1.093, -0.216], [3.676, -1.263, 0.181], [-4.517, 0.791, -0.600], [2.618, 2.431, 0.364], [3.674, 0.241, 0.463], [4.962, -1.950, 0.665], [-6.548, 0.165, 0.507], [-2.591, -0.762, -0.627], [4.721, 2.193, 1.463], [0.274, 0.986, -0.747], [-3.967, -0.455, -0.243], [-4.720, -1.377, 0.491], [2.517, -1.898, 0.969], [-0.583, 0.097, -1.690], [2.614, 1.075, 0.064], [4.889, -3.019, 0.475], [5.552, 0.250, 1.489], [1.757, -0.313, -1.173], [5.536, 2.610, 2.038], [1.787, 3.044, 0.057], [-6.253, 2.046, -0.491], [-0.399, 0.403, -2.723], [2.687, -1.783, 2.039], [-2.028, 2.166, -2.171], [4.291, -2.323, -1.619], [2.590, -1.960, -1.602], [2.459, -2.961, 0.745], [3.641, 4.040, 1.321], [-6.609, -1.762, 1.440], [3.782, -0.680, -1.938], [5.833, -1.566, 0.139], [-4.264, -2.318, 0.756], [-0.340, -0.961, -1.563], [5.099, -1.817, 1.734], [1.556, -1.448, 0.739]]}

# 2
{"formula": "C3H4ClN3", "method": "wB97M-V/def2-TZVPD", "total_charge": 0, "relative_energy_ev": 4.4738, "gap_ev": [6.95, 6.95], "elements": ["Cl", "N", "N", "N", "C", "C", "C", "H", "H", "H", "H"], "positions_angstrom": [[-2.917, -0.308, 0.530], [1.070, -1.094, -0.494], [0.208, -0.160, -0.251], [2.147, -0.803, 0.155], [1.970, 0.342, 0.853], [0.690, 0.771, 0.594], [-2.098, -0.351, -0.911], [0.113, 1.612, 0.913], [2.748, 0.749, 1.463], [-2.040, 0.550, -1.496], [-1.891, -1.308, -1.357]]}

# 3
{"formula": "C36H54Cl3HfN2O3Si3Te", "method": "wB97M-V/def2-TZVPD", "total_charge": 0, "spin_multiplicity": 2, "gap_ev": [4.78, 4.76], "elements": ["Hf", "Te", "Cl", "Cl", "Cl", "Si", "Si", "Si", "O", "O", "O", "N", "N", "C", "C", "C", "C", "C", "C", "C", "C", "C", "C", "C", "C", "C", "C", "C", "C", "C", "C", "C", "C", "C", "C", "C", "C", "C", "C", "C", "C", "C", "C", "C", "C", "C", "C", "C", "C", "H", "H", "H", "H", "H", "H", "H", "H", "H", "H", "H", "H", "H", "H", "H", "H", "H", "H", "H", "H", "H", "H", "H", "H", "H", "H", "H", "H", "H", "H", "H", "H", "H", "H", "H", "H", "H", "H", "H", "H", "H", "H", "H", "H", "H", "H", "H", "H", "H", "H", "H", "H", "H", "H"], "positions_angstrom": [[0.000, 0.000, 0.000], [-3.144, -1.788, -0.535], [0.716, 4.901, 2.383], [-2.048, 4.901, 1.413], [0.165, 5.026, -0.470], [2.580, 0.807, 1.693], [2.728, 0.981, -1.503], [2.367, -1.866, -0.050], [0.000, 2.150, 0.000], [-2.329, 2.110, 0.852], [-0.752, 2.152, 2.142], [0.021, 0.000, 2.243], [-2.240, 0.000, 0.000], [-0.981, -5.992, 3.926], [0.244, -0.187, 5.021], [-6.528, -6.409, -3.614], [1.142, -2.546, -1.315], [-2.828, -4.683, 2.854], [1.659, 2.528, -1.649], [2.472, 0.051, -3.126], [-2.444, -3.231, 0.926], [4.548, 1.492, -1.465], [-0.381, 4.297, 1.085], [1.189, 0.279, 2.873], [-1.478, -5.032, 2.884], [-0.375, 2.725, 1.069], [-1.062, -3.573, 0.979], [-0.023, -3.003, 0.044], [-4.264, -3.362, -1.527], [-2.109, -4.474, -2.326], [-4.432, 1.057, 0.743], [-5.752, -5.347, -2.891], [-3.605, -4.396, -2.242], [-4.358, -5.376, -2.910], [1.957, -2.756, 1.566], [-5.687, -3.326, -1.533], [-0.961, -0.478, 4.393], [-6.408, -4.322, -2.207], [-0.603, -4.474, 1.951], [1.341, 0.200, 4.255], [4.112, -2.428, -0.524], [4.260, 0.308, 2.394], [2.314, 0.000, 0.021], [2.525, 2.693, 1.690], [-6.499, -2.248, -0.857], [-1.024, -0.370, 3.014], [-2.946, 1.102, 0.545], [-4.780, -3.436, 1.933], [-3.322, -3.787, 1.891], [-4.933, 0.896, -0.234], [-1.832, -0.780, 4.963], [0.953, -3.606, -1.121], [1.697, 2.914, -2.672], [0.743, -2.457, 0.634], [-3.858, -6.168, -3.454], [2.088, -3.834, 1.432], [5.057, 0.554, 1.686], [-5.303, -3.927, 2.781], [-1.506, -6.964, 3.819], [-1.181, -5.580, 4.938], [-6.268, -6.391, -4.694], [2.283, 0.432, 4.741], [0.189, -2.013, -1.256], [-5.892, -1.488, -0.338], [2.723, 0.703, -3.968], [0.616, 2.302, -1.409], [1.427, -0.252, -3.239], [-4.799, 2.013, 1.175], [0.111, -6.170, 3.830], [-4.693, 0.230, 1.434], [5.191, 0.612, -1.375], [-6.275, -7.406, -3.196], [2.611, -2.445, 2.383], [1.558, 3.054, 1.328], [3.321, 3.118, 1.074], [0.916, -2.586, 1.854], [-3.498, -5.112, 3.591], [-1.696, -4.652, -1.321], [4.458, 0.846, 3.326], [-4.905, -2.339, 2.044], [2.008, 3.324, -0.988], [-1.771, -5.318, -2.964], [-1.941, -0.586, 2.475], [-0.427, -2.300, -0.705], [4.843, -2.055, 0.200], [4.164, -3.521, -0.532], [-7.492, -4.291, -2.204], [0.329, -0.259, 6.102], [-5.268, -3.790, 1.012], [4.390, -2.067, -1.517], [3.113, -0.831, -3.190], [1.530, -2.466, -2.333], [-7.175, -2.706, -0.105], [0.000, -1.962, 0.000], [4.811, 2.016, -2.388], [4.305, -0.763, 2.605], [-7.624, -6.255, -3.515], [2.660, 3.070, 2.709], [-7.117, -1.722, -1.615], [4.757, 2.160, -0.625], [0.476, -3.828, -0.506], [-1.701, -3.536, -2.756], [0.449, -4.733, 1.983]]}

# 4
{"formula": "C6H28NO7", "method": "wB97M-V/def2-TZVPD", "total_charge": 1, "relative_energy_ev": 0.5794, "gap_ev": 9.71, "elements": ["O", "O", "O", "O", "O", "O", "O", "N", "C", "C", "C", "C", "C", "C", "H", "H", "H", "H", "H", "H", "H", "H", "H", "H", "H", "H", "H", "H", "H", "H", "H", "H", "H", "H", "H", "H", "H", "H", "H", "H", "H", "H"], "positions_angstrom": [[-0.819, 0.740, 3.001], [1.784, 0.138, 2.664], [0.468, 1.680, -2.660], [-0.614, 3.219, 1.964], [1.927, -0.425, -3.446], [1.885, 2.484, 1.346], [0.622, -2.723, -3.880], [-0.278, 1.235, -0.076], [0.473, -1.808, 0.338], [-1.365, -2.712, 1.807], [-0.531, -1.209, -0.646], [-1.250, 0.056, -0.110], [-0.131, -2.187, 1.649], [-2.433, 0.453, -0.986], [1.149, 3.028, 1.656], [-0.029, -0.952, -1.566], [-0.779, 2.430, 2.510], [0.574, -2.092, 2.495], [-2.089, -2.874, 1.033], [-1.322, -1.963, -0.945], [1.974, 0.942, 2.186], [0.093, -2.863, -4.683], [-1.509, -0.138, 0.973], [2.387, 0.088, 3.367], [2.575, 3.140, 1.230], [-2.970, 1.256, -0.544], [0.139, 1.468, -1.088], [0.861, 2.480, -3.064], [-3.137, -0.361, -1.063], [0.119, 0.432, 2.968], [0.987, 0.917, -2.969], [-0.952, 4.010, 2.315], [1.323, -1.135, 0.480], [0.544, 1.022, 0.544], [2.593, -0.390, -4.206], [1.158, -3.530, -3.819], [0.886, -2.722, -0.081], [-1.240, 0.379, 3.802], [1.473, -1.234, -3.547], [-0.719, 2.089, 0.299], [-2.040, 0.649, -2.012], [-1.785, -3.013, 2.764]]}

# 5
{"formula": "C50H91BBrN2O14", "method": "wB97M-V/def2-TZVPD", "total_charge": -1, "gap_ev": 6.08, "elements": ["Br", "O", "O", "O", "O", "O", "O", "O", "O", "O", "O", "O", "O", "O", "O", "N", "N", "C", "C", "C", "C", "C", "C", "C", "C", "C", "C", "C", "C", "C", "C", "C", "C", "C", "C", "C", "C", "C", "C", "C", "C", "C", "C", "C", "C", "C", "C", "C", "C", "C", "C", "C", "C", "C", "C", "C", "C", "C", "C", "C", "C", "C", "C", "C", "C", "C", "C", "B", "H", "H", "H", "H", "H", "H", "H", "H", "H", "H", "H", "H", "H", "H", "H", "H", "H", "H", "H", "H", "H", "H", "H", "H", "H", "H", "H", "H", "H", "H", "H", "H", "H", "H", "H", "H", "H", "H", "H", "H", "H", "H", "H", "H", "H", "H", "H", "H", "H", "H", "H", "H", "H", "H", "H", "H", "H", "H", "H", "H", "H", "H", "H", "H", "H", "H", "H", "H", "H", "H", "H", "H", "H", "H", "H", "H", "H", "H", "H", "H", "H", "H", "H", "H", "H", "H", "H", "H", "H", "H", "H"], "positions_angstrom": [[1.485, -2.906, 2.581], [-8.439, -0.615, -9.306], [8.814, -2.448, 9.652], [-5.771, 1.845, -12.065], [8.930, -1.248, 5.196], [-3.916, -1.863, -3.005], [6.788, -3.162, 10.324], [-6.383, 0.245, -8.988], [-12.396, -2.379, -4.817], [-0.498, 0.159, 1.834], [-2.596, -0.552, 2.635], [-6.056, -1.828, -3.713], [7.223, -0.445, 6.431], [-10.168, -2.320, -5.147], [-5.188, 3.749, -11.006], [-2.179, 0.876, -0.858], [-3.546, -1.514, 0.654], [0.881, 3.806, -0.671], [-7.400, 3.008, -10.718], [2.019, 3.600, -1.730], [5.667, 0.661, 3.111], [1.128, -1.306, 3.736], [7.961, -3.294, 9.662], [3.457, 3.975, -1.220], [8.380, 0.050, 8.411], [-11.442, -1.892, -5.351], [4.540, -0.957, 0.483], [-6.498, -2.045, -9.505], [3.674, -1.013, -0.837], [9.392, -0.151, 7.299], [-5.033, -0.238, -9.106], [-1.024, -0.887, 1.016], [-7.307, 4.468, -10.307], [-1.574, 1.196, 4.057], [-11.450, -0.715, -6.294], [-5.130, -1.737, -8.920], [-5.686, -2.488, -1.484], [8.536, -0.698, 6.185], [1.966, -1.572, 5.062], [-7.341, -2.034, -3.109], [0.812, 2.195, 4.546], [-0.590, 2.411, 3.859], [-5.820, 4.642, -10.077], [-2.778, 0.830, 0.488], [4.240, 1.458, -1.541], [-6.060, 2.772, -11.363], [6.645, -2.361, 1.227], [-0.417, -1.195, 4.056], [1.183, 3.151, 0.730], [3.107, 0.452, -1.036], [1.339, 4.268, 1.834], [6.586, -5.088, 9.001], [6.039, -4.385, 10.226], [-9.255, -1.460, -5.848], [-7.081, -2.921, -1.909], [2.236, 3.844, 3.055], [6.084, -0.848, 3.364], [-5.079, -2.044, -2.790], [4.289, 2.765, -0.665], [-7.249, -0.763, -9.252], [8.039, -4.645, 8.999], [-10.077, -0.809, -6.938], [7.141, -1.277, 2.274], [2.015, 2.382, 3.562], [5.108, -2.349, 0.925], [-2.594, -0.560, 1.209], [7.103, 0.320, 7.643], [-1.234, -0.106, 3.097], [-8.850, -0.731, -5.141], [-2.686, 1.483, -1.487], [-3.888, 0.979, 0.371], [-7.497, 2.347, -9.854], [2.075, 4.582, 3.886], [-0.976, -1.934, 1.414], [1.927, 1.621, 2.755], [-7.832, -2.818, -1.127], [4.032, 4.469, -2.035], [8.279, -0.883, 8.986], [4.564, 0.774, 3.018], [3.950, 1.731, -2.582], [6.195, -4.961, 11.142], [-5.520, 4.359, -9.064], [-4.314, -2.283, -9.394], [6.087, -4.712, 8.105], [-3.514, -1.540, -0.360], [7.167, -2.137, 0.255], [3.037, -1.357, 4.794], [3.812, -0.648, 1.281], [-1.187, 1.080, -0.836], [-5.123, -3.311, -1.051], [-7.061, -3.969, -2.221], [7.585, -0.427, 1.708], [4.915, -3.111, 0.123], [6.118, 1.066, 2.168], [0.352, 4.703, 2.139], [-0.540, 2.659, 2.776], [-2.595, 1.569, 3.760], [4.064, 2.520, 0.406], [1.920, 2.573, -2.144], [7.035, -3.361, 1.540], [5.365, 3.097, -0.655], [-4.651, 0.036, -10.093], [0.866, 2.867, 5.441], [2.799, -1.691, -0.735], [-1.670, 0.950, 5.152], [1.563, -0.395, 3.279], [-5.122, -1.980, -7.854], [4.979, -4.156, 10.131], [6.219, -0.003, 8.191], [-11.568, 0.203, -5.715], [5.294, -0.142, 0.425], [-8.210, 2.838, -11.423], [-0.848, -2.215, 3.841], [2.112, 2.542, 0.757], [8.642, 0.849, 9.106], [5.225, 0.947, -1.475], [-6.452, -2.222, -10.581], [-8.010, -2.502, -3.827], [0.584, 4.872, -0.512], [-2.413, 1.695, 1.088], [7.994, -1.748, 2.829], [6.623, -0.851, 4.346], [1.878, 5.119, 1.330], [4.586, -2.714, 1.840], [10.166, -0.863, 7.580], [-7.910, 4.720, -9.435], [2.938, 2.109, 4.148], [-9.677, 0.149, -7.263], [-8.433, -2.051, -6.253], [-1.061, 3.306, 4.358], [-7.752, -1.061, -2.823], [-3.453, -2.434, 1.069], [0.344, 2.443, 0.960], [8.436, -4.562, 7.989], [1.790, 4.296, -2.584], [-0.034, 3.301, -1.085], [4.299, -1.331, -1.703], [8.668, -5.301, 9.605], [6.083, 1.298, 3.929], [-10.123, -1.465, -7.807], [-6.975, -2.883, -9.000], [-12.249, -0.809, -7.027], [-4.411, 0.231, -8.344], [2.208, 0.473, -1.697], [6.989, 1.376, 7.378], [6.453, -6.169, 9.030], [1.904, -2.636, 5.374], [-5.713, -1.640, -0.797], [-0.647, -0.952, -0.029], [3.303, 3.944, 2.744], [-0.519, -1.001, 5.148], [2.755, 0.763, -0.018], [-7.632, 5.103, -11.135], [0.812, 1.154, 4.959], [9.837, 0.792, 6.974], [-5.490, 5.662, -10.269], [5.229, -1.546, 3.482], [3.321, 4.701, -0.377], [1.673, -0.855, 5.859]]}

# 6
{"formula": "C2H4N2S", "method": "wB97M-V/def2-TZVPD", "total_charge": 0, "relative_energy_ev": 1.4652, "smiles": "C=NNC=S", "gap_ev": 8.76, "elements": ["S", "N", "N", "C", "C", "H", "H", "H", "H"], "positions_angstrom": [[2.098, -0.607, -0.051], [-1.209, 0.049, -0.103], [-0.174, 0.865, 0.012], [1.177, 0.748, -0.017], [-1.046, -1.231, 0.000], [-0.404, 1.855, -0.063], [-1.939, -1.770, -0.078], [1.599, 1.780, 0.061], [-0.102, -1.689, 0.240]]}

# 7
{"formula": "C29H44NO19", "method": "wB97M-V/def2-TZVPD", "total_charge": -1, "relative_energy_ev": 0.0000, "gap_ev": 3.29, "elements": ["O", "O", "O", "O", "O", "O", "O", "O", "O", "O", "O", "O", "O", "O", "O", "O", "O", "O", "O", "N", "C", "C", "C", "C", "C", "C", "C", "C", "C", "C", "C", "C", "C", "C", "C", "C", "C", "C", "C", "C", "C", "C", "C", "C", "C", "C", "C", "C", "C", "H", "H", "H", "H", "H", "H", "H", "H", "H", "H", "H", "H", "H", "H", "H", "H", "H", "H", "H", "H", "H", "H", "H", "H", "H", "H", "H", "H", "H", "H", "H", "H", "H", "H", "H", "H", "H", "H", "H", "H", "H", "H", "H", "H"], "positions_angstrom": [[3.443, 3.185, 4.030], [2.880, 0.269, -0.410], [-1.877, -5.165, -1.769], [2.161, 3.205, 5.889], [-0.922, 1.037, -2.630], [4.446, 0.404, 1.210], [-0.266, -1.231, 3.516], [-4.678, 1.003, 0.211], [-2.879, -5.288, 0.225], [-2.840, 2.121, -3.121], [-5.369, 1.802, -1.783], [-2.597, -7.161, -1.001], [-0.946, 3.275, -2.865], [1.260, 2.615, 3.928], [4.842, 1.314, -0.799], [1.078, -2.467, 4.804], [-5.503, -0.399, -1.320], [-0.916, -1.782, 5.605], [-0.072, -1.230, -3.993], [3.147, 0.737, -4.547], [6.314, 1.220, 2.531], [4.545, -1.291, -4.009], [5.863, 1.779, 0.088], [-4.372, 3.815, -3.964], [-0.112, -1.824, 4.727], [4.281, 0.221, -3.850], [-5.689, -2.481, -0.076], [2.393, 3.017, 4.560], [-2.463, -5.987, -0.867], [1.025, -1.266, 2.860], [-4.897, -1.213, -0.302], [-4.882, -0.256, 0.863], [1.629, -2.497, 3.478], [3.950, 0.626, -0.044], [0.306, 2.264, 4.947], [-5.201, 0.893, -1.038], [4.545, -2.497, -3.875], [-1.912, 4.173, -3.419], [-1.109, 2.492, 4.470], [-2.161, -3.808, -1.370], [1.914, 0.379, -3.889], [-1.511, 2.046, -2.851], [0.879, -1.316, 1.362], [0.741, 3.158, 6.078], [1.274, -0.923, -4.431], [-3.213, 3.507, -3.046], [-2.305, -3.977, 0.120], [-1.067, -2.859, -1.798], [5.841, 0.738, 1.179], [-2.958, -3.235, 0.576], [-1.801, 5.169, -2.993], [7.403, 1.236, 2.574], [0.349, 4.175, 5.993], [2.716, -2.471, 3.509], [-5.142, 3.053, -3.871], [1.179, 1.187, -4.013], [-3.487, 3.718, -2.009], [-5.836, -0.217, 1.394], [-1.238, 2.104, 3.460], [0.493, 2.759, 7.059], [-6.617, -2.275, 0.461], [-3.883, -1.454, -0.634], [1.565, -0.360, 3.153], [-4.805, 4.787, -3.726], [-1.346, -3.980, 0.643], [-4.053, 3.827, -5.009], [5.582, 2.774, 0.443], [-1.346, 3.557, 4.437], [0.549, -2.303, 1.029], [-3.110, -3.522, -1.836], [6.820, 1.838, -0.427], [1.892, -1.772, -4.125], [5.940, 0.569, 3.322], [0.133, -0.598, 1.021], [4.804, -3.525, -3.834], [-5.964, -2.935, -1.028], [0.454, 1.208, 5.190], [-0.763, -3.042, -2.825], [6.390, -0.161, 0.883], [4.302, 0.470, -2.766], [5.945, 2.225, 2.744], [1.827, -1.088, 0.877], [-5.112, -3.201, 0.503], [2.042, 0.271, -2.792], [-1.821, 2.001, 5.133], [-1.751, 4.224, -4.499], [1.305, -3.421, 2.993], [-4.083, -0.458, 1.574], [-1.397, -1.823, -1.716], [-0.500, -0.517, -3.486], [5.174, 0.699, -4.289], [1.334, -0.891, -5.527], [-0.176, -2.983, -1.179]]}

The energy results, record by record, are as follows: -35213.8412 -20164.0840 -117111.9240 -22494.3465 -155693.0972 -15952.4178 -71177.6416 eV.
The molar mass results, record by record, are as follows: 380.4 117.5 1059.5 226.3 1035.0 88.1 710.7 g/mol.